Entry 1:
Computed, not measured: C22H30N4O4 in the gas phase at a distorted geometry, with wB97M-V/def2-TZVPD.

Calculated values
Multiplicity = 1
ΔE to the lowest compared entry with this formula, charge and spin = 142.4 kcal/mol
Frontier orbital gap = 7.84 eV
E_LUMO = 0.05 eV

Last column: Löwdin charge in e.
Cartesian coordinates (Å):
C -0.95553 -0.28169 -4.95705  -0.041
C 0.21027 -0.19861 -4.02221  -0.248
C 0.38576 -1.14215 -3.02050  -0.036
C 1.41747 -1.04270 -2.10953  -0.014
C 2.30038 0.02990 -2.17588  -0.272
O 3.27791 0.06530 -1.20356  -0.043
C 3.82387 1.30384 -0.81988  -0.169
C 2.91297 2.06923 0.16714  -0.138
N 1.63600 2.41200 -0.39527  0.062
C 0.53686 1.62140 -0.44351  -0.178
C 0.36968 0.53113 0.41420  0.029
C -0.76144 -0.27946 0.41125  -0.216
N -0.85699 -1.40110 1.18854  -0.083
C -2.10565 -1.81756 1.78900  -0.127
C -2.18496 -1.30230 3.22978  -0.155
N -1.06365 -1.81201 4.00006  -0.177
C -1.15798 -1.49751 5.41154  -0.188
C -2.29171 -2.26771 6.09964  -0.250
O -3.56741 -1.69807 5.92796  -0.081
C 0.18673 -1.37248 3.40854  -0.171
C 0.24925 -1.89860 1.97238  -0.139
C -1.80047 0.04203 -0.49551  -0.018
C -1.66441 1.09404 -1.34714  0.006
C -0.51909 1.90701 -1.35504  -0.114
N -0.45497 2.90613 -2.32548  -0.334
O -1.33522 2.95936 -3.17620  0.040
O 0.48634 3.70983 -2.32402  0.034
C 2.16196 0.95161 -3.20439  0.013
C 1.13111 0.84662 -4.12810  -0.236
C 0.99810 1.86907 -5.21281  -0.039
H -1.58189 -1.13650 -4.71517  0.076
H -0.62185 -0.37471 -5.99007  0.081
H -1.55498 0.62527 -4.88263  0.078
H -0.30865 -1.96591 -2.93965  0.114
H 1.54452 -1.77696 -1.32994  0.117
H 4.04683 1.93823 -1.68338  0.113
H 4.76418 1.06259 -0.31577  0.128
H 3.41975 2.99764 0.44530  0.126
H 2.78274 1.46797 1.06801  0.112
H 1.63974 3.13976 -1.11031  0.107
H 1.16532 0.31821 1.10546  0.092
H -2.95639 -1.43934 1.22796  0.110
H -2.14006 -2.91111 1.79616  0.131
H -3.11068 -1.64707 3.68961  0.114
H -2.18876 -0.19531 3.21214  0.137
H -0.21571 -1.79689 5.87714  0.120
H -1.29441 -0.41223 5.58618  0.129
H -2.35482 -3.26978 5.67204  0.125
H -2.06127 -2.35429 7.17062  0.114
H -3.56671 -0.80912 6.30090  0.091
H 1.01533 -1.78479 3.98906  0.123
H 0.27355 -0.27002 3.40476  0.128
H 1.19759 -1.65253 1.49777  0.116
H 0.15602 -2.98925 2.00726  0.130
H -2.68462 -0.56981 -0.55422  0.103
H -2.44169 1.32693 -2.05835  0.122
H 2.84509 1.78227 -3.30237  0.112
H 1.00546 1.39386 -6.19290  0.084
H 0.05351 2.40349 -5.11222  0.070
H 1.80771 2.59289 -5.16735  0.081


Entry 2:
Computed, not measured: 4 unconnected molecules or ions with the total composition C8H10Cl4F2O6 at a distorted geometry, with wB97M-V/def2-TZVPD.

Calculated values
Multiplicity = 1
ΔE to the lowest compared entry with this formula, charge and spin = 108.2 kcal/mol
Frontier orbital gap = 10.34 eV
E_LUMO = 0.40 eV

Last column: Löwdin charge in e.
Cartesian coordinates (Å):
O 2.83800 2.05997 -1.72733  0.150
C 1.97145 1.71821 -2.50177  -0.660
O 0.88825 2.33084 -2.92510  0.003
C 0.17695 1.52968 -3.83132  -0.196
C 1.09604 0.37231 -4.14867  -0.306
F 1.48967 0.83600 -5.35500  0.046
O 2.13535 0.55847 -3.19101  0.097
H -0.62870 1.17260 -3.18981  0.013
H -0.15380 2.03771 -4.73720  0.152
H 0.47269 -0.50959 -4.29630  0.175
O -1.80729 -0.49548 2.35283  -0.206
C -0.97527 -1.37583 2.17794  -0.544
O -0.68850 -1.95143 1.00909  0.045
C 0.32876 -2.89653 1.13715  -0.079
C 0.93936 -2.65838 2.51970  -0.264
F 1.99820 -1.94425 2.12850  0.086
O -0.13289 -1.90854 3.11475  0.088
H -0.06871 -3.90878 1.21115  0.131
H 0.96793 -3.02115 0.26306  0.151
H 1.15362 -3.56659 3.08304  0.175
Cl -2.90151 -0.03483 -0.57353  0.584
C -1.27747 0.55263 -0.16092  -1.066
Cl -0.18237 0.59899 -1.48250  0.908
H -1.43388 1.55505 0.23755  -0.103
H -0.81531 -0.02132 0.64226  -0.019
Cl -1.61636 1.76259 2.02591  0.765
C -1.03071 1.92473 3.69122  -0.828
Cl -1.34760 0.38928 4.58656  0.630
H 0.03205 2.16027 3.63504  0.038
H -1.42805 2.73327 4.30480  0.034


Entry 3:
Computed, not measured: C24H33N3O4 in the gas phase, with wB97M-V/def2-TZVPD.

Calculated values
Multiplicity = 1
ΔE to the lowest compared entry with this formula, charge and spin = 2.6 kcal/mol
Frontier orbital gap = 8.04 eV
E_LUMO = 0.55 eV

Last column: Löwdin charge in e.
Cartesian coordinates (Å):
C 3.78206 -4.78195 2.63062  -0.066
C 3.22671 -4.63917 1.21476  -0.247
O 2.44960 -3.47316 1.02930  -0.112
C 3.16160 -2.27509 0.80410  -0.399
C 3.40707 -2.03138 -0.69757  -0.074
C 2.12951 -2.19743 -1.52099  -0.153
N 1.15342 -1.19595 -1.17829  0.073
C 0.62390 -0.34102 -2.07510  -0.450
O 0.86287 -0.37824 -3.26940  0.059
C -0.24970 0.69854 -1.46142  -0.054
C -0.18427 1.95393 -1.98293  0.010
N -0.82911 3.02676 -1.45927  0.000
C -0.72980 4.30066 -2.14473  -0.124
C -1.53836 4.32223 -3.44969  -0.407
C -1.36573 5.67977 -4.12484  -0.076
C -3.01165 4.03779 -3.17249  -0.061
C -1.60041 2.96811 -0.30502  -0.350
O -2.11059 3.98293 0.16265  0.031
C -1.72035 1.63664 0.22490  -0.049
C -1.10113 0.51288 -0.33628  -0.035
C -1.55785 -0.61652 0.41410  -0.097
C -1.39956 -2.00024 0.30924  -0.024
C -2.03158 -2.81194 1.22352  -0.094
C -2.82491 -2.28082 2.24445  -0.088
C -3.02775 -0.92378 2.35638  -0.013
C -2.40289 -0.09431 1.42877  -0.168
N -2.48409 1.26149 1.30053  -0.028
C -3.27214 2.12165 2.13946  -0.007
O 2.43843 -1.19197 1.29963  -0.102
C 2.23936 -1.15412 2.70602  -0.217
C 0.95399 -1.84352 3.14768  -0.052
H 2.97242 -4.73235 3.35421  0.076
H 4.28495 -5.74009 2.72685  0.075
H 4.49749 -3.99383 2.85468  0.066
H 2.53863 -5.46251 1.00570  0.124
H 4.04405 -4.67510 0.48259  0.120
H 4.14051 -2.33018 1.32431  0.155
H 3.79951 -1.02115 -0.81166  0.129
H 4.15502 -2.74282 -1.04958  0.116
H 1.71463 -3.19474 -1.33218  0.123
H 2.34374 -2.09281 -2.58771  0.123
H 1.03331 -1.03314 -0.18861  0.116
H 0.42614 2.14180 -2.85326  0.143
H 0.32288 4.51219 -2.35302  0.135
H -1.12051 5.05598 -1.45784  0.127
H -1.15002 3.54292 -4.11530  0.133
H -1.90798 5.70465 -5.06668  0.077
H -0.31622 5.88093 -4.32842  0.076
H -1.75101 6.47085 -3.48546  0.083
H -3.14251 3.03686 -2.76665  0.077
H -3.59003 4.11051 -4.09041  0.078
H -3.40599 4.75235 -2.45357  0.085
H -0.80867 -2.42854 -0.48331  0.108
H -1.91692 -3.88311 1.15294  0.102
H -3.29756 -2.95013 2.94799  0.102
H -3.65873 -0.51552 3.13094  0.106
H -3.16929 3.14323 1.77908  0.078
H -4.32351 1.82716 2.10280  0.098
H -2.92481 2.06427 3.17382  0.098
H 3.10620 -1.60077 3.21030  0.118
H 2.19939 -0.08953 2.95746  0.123
H 0.09261 -1.34536 2.71149  0.059
H 0.95189 -2.87862 2.81935  0.066
H 0.87375 -1.80611 4.23110  0.079


Entry 4:
Computed, not measured: 2 unconnected molecules or ions with the total composition C3H9NP2 at a distorted geometry, with wB97M-V/def2-TZVPD.

Calculated values
Multiplicity = 1
ΔE to the lowest compared entry with this formula, charge and spin = 103.3 kcal/mol
Frontier orbital gap = 8.64 eV
E_LUMO = 0.47 eV

Last column: Löwdin charge in e.
Cartesian coordinates (Å):
C -0.57434 0.22161 -2.57643  -0.308
C 0.64477 1.44514 1.85898  -0.318
C -1.00742 -0.73738 0.68002  -0.386
N 1.13450 -0.25067 -0.39545  -0.446
P -0.32989 -0.63494 -1.14316  0.634
P 0.62796 -0.13927 1.24623  0.591
H -1.38320 -0.17669 -3.17463  -0.034
H -0.64757 1.29345 -2.41864  -0.027
H 1.67456 1.76691 2.02000  -0.035
H 0.07519 1.49266 2.78762  -0.031
H -1.79205 -0.00679 0.88501  0.043
H -1.30129 -1.72464 1.03249  0.034
H 1.85994 0.80945 -0.99308  0.271
H -0.22311 -1.99014 -1.44317  0.007
H 1.24194 -1.36869 1.63421  0.005


Entry 5:
Computed, not measured: a molecular structure, C4H6O2Sm at a distorted geometry, with wB97M-V/def2-TZVPD.

Calculated values
Multiplicity = 7
ΔE to the lowest compared entry with this formula, charge and spin = 0.0 kcal/mol
⟨S²⟩ = 12.01
Frontier orbital gap (alpha / beta) = 6.05 / 6.58 eV
E_LUMO (alpha / beta) = -0.84 / -0.98 eV

Last column: Löwdin charge in e.
Cartesian coordinates (Å):
O 2.61396 -0.76013 -0.84606  -0.122
C 1.73706 -0.66638 0.26453  -0.338
H 2.07025 -1.01888 -1.60504  0.035
H 2.13350 0.13141 0.92123  0.113
C 0.27351 -0.38935 -0.16209  -0.303
C -0.48767 0.37961 0.64146  -0.217
C -1.84921 0.92721 0.24752  -0.424
O -2.30251 0.50561 -0.99075  -0.524
Sm -1.21795 -0.81832 -2.18401  1.355
H -0.14545 0.71652 1.63932  0.100
H 1.52650 -1.69950 0.71308  0.113
H -1.78792 2.03940 0.30249  0.108
H -2.56408 0.65280 1.05833  0.103


Entry 6:
Computed, not measured: C2H3FNOP in the gas phase at a distorted geometry, with wB97M-V/def2-TZVPD.

Calculated values
Multiplicity = 1
ΔE to the lowest compared entry with this formula, charge and spin = 36.9 kcal/mol
Frontier orbital gap = 8.93 eV
E_LUMO = -0.66 eV

Last column: Löwdin charge in e.
Cartesian coordinates (Å):
O -0.81951 -1.85966 0.46112  0.101
C -1.22397 -0.86138 0.01883  -0.305
C -0.45952 0.43807 0.01780  -0.359
N 0.89397 0.37109 -0.18136  -0.291
P 2.20529 0.66725 0.65191  0.927
F 3.30384 0.20645 -0.54468  -0.420
H -2.06429 -0.80321 -0.64326  0.107
H -0.84463 0.74710 0.96968  0.102
H -0.99120 1.09429 -0.75005  0.139


Entry 7:
Computed, not measured: CH4NOPS in the gas phase at a distorted geometry, with wB97M-V/def2-TZVPD.

Calculated values
Multiplicity = 1
ΔE to the lowest compared entry with this formula, charge and spin = 8.2 kcal/mol
Frontier orbital gap = 9.51 eV
E_LUMO = 0.41 eV

Last column: Löwdin charge in e.
Cartesian coordinates (Å):
O -0.20133 1.29982 -0.58264  -0.024
C 0.04189 0.23505 -0.11015  -0.891
P 1.85127 -0.28201 0.15136  0.839
N -0.80053 -0.61236 0.48657  -0.395
S -2.52791 -0.34554 0.51941  0.753
H 2.11066 -0.45540 -1.22568  -0.112
H 2.35050 1.02656 0.15932  -0.113
H -0.58377 -1.34870 1.12734  0.057
H -2.24079 0.48257 -0.52553  -0.112


Entry 8:
Computed, not measured: 3 unconnected molecules or ions with the total composition C28H56BBrIN3O12P at a distorted geometry, with wB97M-V/def2-TZVPD.

Calculated values
Multiplicity = 1
ΔE to the lowest compared entry with this formula, charge and spin = 124.7 kcal/mol
Frontier orbital gap = 8.10 eV
Net charge = +1
E_LUMO = -3.12 eV

Last column: Löwdin charge in e.
Cartesian coordinates (Å):
C 4.70053 0.00967 2.95362  -0.008
B 3.37257 -0.48084 2.17622  -0.403
O 2.73063 -1.64899 2.80745  0.042
C 2.61454 0.15459 0.89384  -0.263
O 3.10500 1.41147 0.39554  -0.111
C 4.48064 1.55094 0.10333  -0.175
C 4.73021 2.43706 -1.24576  -0.302
C 6.28245 2.34916 -1.73529  -0.067
C 3.68363 2.14242 -2.42077  -0.155
C 3.26660 3.58965 -3.04674  -0.362
C 2.34237 3.26233 -4.35425  -0.096
C 2.31053 4.43549 -2.05088  -0.098
C 1.22466 0.70219 1.61823  -0.154
P 1.54303 1.68265 3.20830  0.719
O 0.37533 2.70014 3.32337  -0.312
O 2.93842 2.69588 3.12509  -0.142
O 1.47553 0.76594 4.64131  -0.150
C 0.04498 -0.39278 1.72385  -0.216
C -1.33204 0.41635 1.82866  -0.135
C -1.97424 0.30881 3.32954  -0.061
C -3.15311 1.42406 3.34505  -0.378
O -4.37187 1.15152 3.35725  0.063
O -2.78963 2.82213 3.38201  0.022
C 0.13279 -1.50537 0.57428  -0.175
C -1.24627 -2.21289 0.16840  -0.098
C -0.96578 -3.76804 -0.20180  -0.676
O -1.24112 -4.24057 -1.33015  -0.022
Br -0.18814 -5.06801 1.10571  0.655
C 0.87764 -0.77996 -0.66667  -0.113
C 0.57861 -1.47498 -2.09423  -0.112
O 1.32431 -0.84077 -3.16657  -0.192
O 1.34181 -1.65167 -4.25993  -0.028
N 2.35518 -0.73192 -0.29564  0.025
C 3.05358 -2.04495 -0.36414  -0.108
C 4.65703 -1.95732 -0.67204  -0.248
C 5.18020 -3.24590 -1.49569  -0.572
I 5.33765 -2.68066 -3.62844  0.762
H 4.98066 1.10435 2.81473  0.061
H 4.62294 -0.27494 4.07084  0.107
H 5.58509 -0.61377 2.54642  0.100
H 3.34994 -2.39306 2.59291  0.121
H 5.14413 0.63022 0.03103  0.121
H 4.95831 2.19872 0.94054  0.140
H 4.61177 3.53094 -0.88730  0.139
H 6.39922 3.21326 -2.49396  0.093
H 6.55450 1.33325 -2.17241  0.079
H 6.91370 2.65612 -0.82771  0.089
H 2.70014 1.66088 -2.10105  0.098
H 4.22426 1.49705 -3.21560  0.124
H 4.20046 4.19267 -3.30674  0.130
H 2.70534 2.32626 -4.89250  0.075
H 2.30131 4.19966 -5.00351  0.085
H 1.28490 3.09276 -3.93745  0.078
H 2.88203 5.34057 -1.61148  0.085
H 1.94519 3.83587 -1.14836  0.074
H 1.39624 4.87208 -2.59870  0.082
H 0.79601 1.49552 0.88880  0.155
H 3.58011 2.44152 3.82820  0.080
H 0.82762 0.03060 4.55707  0.068
H 0.18584 -0.93566 2.73807  0.140
H -1.21266 1.55498 1.65685  0.117
H -2.16610 0.09529 1.12640  0.083
H -2.41077 -0.74617 3.48231  0.133
H -1.23686 0.62070 4.14061  0.105
H -2.57715 3.13671 2.47373  0.112
H 0.76306 -2.36133 1.03587  0.106
H -1.88014 -2.26351 1.13636  0.142
H -1.82584 -1.68122 -0.65805  0.095
H 0.45985 0.28129 -0.87748  0.195
H -0.54510 -1.35059 -2.34339  0.151
H 0.74319 -2.61927 -2.03933  0.133
H 2.07729 -2.29339 -4.08631  0.078
H 2.74995 -0.20940 -1.12027  0.170
H 2.74397 -2.69352 -1.27592  0.135
H 2.81759 -2.77787 0.49685  0.143
H 4.81681 -1.04391 -1.33704  0.065
H 5.23221 -1.93955 0.31273  0.111
H 6.25941 -3.49265 -1.18608  0.066
H 4.48865 -4.14862 -1.43934  0.063
C -4.68890 -0.02426 -0.10408  0.006
C -3.82748 0.27145 -1.29988  -0.507
O -2.62506 -0.00605 -1.33076  -0.031
N -4.41070 0.86333 -2.36997  0.020
C -5.79380 1.26310 -2.52742  -0.055
H -4.08440 -0.49725 0.67129  0.067
H -5.10256 0.90288 0.29828  0.101
H -5.49287 -0.70964 -0.38176  0.065
H -3.77171 1.03143 -3.13464  0.144
H -6.20542 0.73826 -3.39170  0.091
H -5.81981 2.33816 -2.71750  0.088
H -6.39275 1.03592 -1.64734  0.076
C -7.91693 -1.25082 2.06399  -0.001
C -8.02098 -1.81945 0.67481  -0.535
O -7.55553 -1.24191 -0.30261  -0.001
N -8.65459 -3.01205 0.51865  0.007
C -9.26510 -3.84198 1.53529  -0.073
H -7.38669 -0.29871 2.02671  0.082
H -8.91400 -1.07512 2.47322  0.090
H -7.35741 -1.93277 2.70793  0.089
H -8.68429 -3.32818 -0.44058  0.143
H -8.77670 -4.81875 1.51925  0.085
H -10.32097 -3.96763 1.28659  0.087
H -9.17669 -3.40968 2.52987  0.077